This record from OMol25 describes C45H45BrF5N3O8PSSeTa as an isolated structure. The level of theory is ωB97M-V/def2-TZVPD.

Calculated values
orbital gap	7.01	eV
net charge	0
E_tot	-8779.5538	hartree
relative energy (zero: lowest compared OMol25 entry of this formula, charge and spin)	0.813	eV
strongest force on any atom	0.01810	Eh/bohr

Element x y z (Å)
Ta (-0.688, -0.589, -1.474)
Br (-0.343, 3.018, 1.774)
Se (-2.227, 1.392, -1.620)
S (-2.087, -2.582, -2.135)
P (-1.292, -0.696, 1.927)
F (1.941, -1.436, -8.082)
F (-0.234, 0.192, -8.031)
F (2.710, -2.729, -5.813)
F (-1.614, 0.548, -5.737)
F (1.327, -2.379, -3.517)
O (-1.614, 0.537, 2.654)
O (-0.714, -0.459, 0.480)
O (-0.854, -0.700, -3.448)
O (0.954, -2.006, -0.752)
O (3.499, -0.474, -2.398)
O (-2.452, -1.718, 1.652)
O (-0.192, -1.604, 2.632)
O (0.936, 0.309, -1.910)
N (1.855, 2.417, -1.919)
N (1.088, 2.794, -0.859)
N (-3.024, -4.424, -0.184)
C (0.919, -1.763, -4.634)
C (-3.944, 1.669, 0.679)
C (4.516, -4.908, 0.302)
C (-5.157, 1.543, 1.344)
C (0.931, -1.084, 3.418)
C (4.966, -2.541, 0.246)
C (2.713, -3.345, 0.000)
C (4.115, 0.481, -5.834)
C (1.274, 3.944, -0.358)
C (4.241, -0.123, -4.596)
C (-6.166, 0.751, 0.817)
C (-0.575, -0.289, -5.754)
C (-0.192, -0.928, -4.578)
C (0.248, -4.016, 0.294)
C (-4.747, 0.170, -1.036)
C (1.264, 1.397, -2.761)
C (0.404, -0.577, 4.751)
C (-2.631, -3.623, -0.917)
C (-0.150, 5.798, 3.634)
C (0.052, 6.370, 2.378)
C (1.829, -2.293, 3.617)
C (-3.398, -1.577, 3.947)
C (3.620, -2.289, 0.053)
C (3.165, -4.657, 0.137)
C (0.133, -0.463, -6.929)
C (1.650, 0.009, 2.642)
C (-5.956, 0.056, -0.366)
C (-3.751, 0.988, -0.516)
C (-2.521, -3.732, 3.002)
C (3.068, 1.360, -6.088)
C (2.152, 1.620, -5.083)
C (3.323, 0.149, -3.587)
C (1.636, -1.941, -5.802)
C (2.267, 1.031, -3.827)
C (0.586, 4.380, 0.859)
C (-0.852, 8.453, 3.220)
C (5.413, -3.850, 0.364)
C (-1.063, 7.868, 4.461)
C (0.646, 5.660, 1.236)
C (1.243, -1.288, -6.956)
C (-0.702, 6.544, 4.664)
C (1.278, -3.060, -0.198)
C (-3.237, -2.426, 2.695)
C (-4.583, -2.678, 2.046)
C (-0.289, 7.712, 2.195)
H (1.197, 6.303, 0.553)
H (2.231, -2.642, 2.665)
H (-4.584, -0.354, -1.969)
H (1.238, -0.227, 5.362)
H (4.833, 0.255, -6.612)
H (-0.102, -1.381, 5.288)
H (-3.805, -0.596, 3.708)
H (-1.541, -3.545, 3.439)
H (5.041, -0.822, -4.388)
H (-2.453, -1.435, 4.471)
H (1.924, -0.347, 1.647)
H (1.975, 4.662, -0.797)
H (-4.477, -3.312, 1.169)
H (-7.115, 0.667, 1.333)
H (1.026, 0.897, 2.531)
H (-0.130, -4.604, -0.546)
H (3.262, -1.273, -0.032)
H (2.666, -2.031, 4.266)
H (-5.240, -3.177, 2.761)
H (2.687, -0.370, -1.874)
H (-1.120, 9.488, 3.052)
H (-0.849, 6.085, 5.633)
H (0.642, -4.687, 1.052)
H (0.135, 4.772, 3.812)
H (2.289, 3.163, -2.458)
H (1.271, -3.107, 4.081)
H (-1.498, 8.444, 5.267)
H (-5.313, 2.080, 2.271)
H (6.468, -4.048, 0.507)
H (-2.409, -4.327, 2.096)
H (2.562, 0.289, 3.171)
H (0.336, 1.732, -3.246)
H (2.466, -5.482, 0.091)
H (-5.037, -1.734, 1.755)
H (-0.590, -3.455, 0.705)
H (4.869, -5.927, 0.388)
H (-6.736, -0.575, -0.774)
H (1.316, 2.287, -5.271)
H (-0.119, 8.173, 1.229)
H (-0.293, 0.245, 4.598)
H (5.666, -1.717, 0.296)
H (-3.161, 2.295, 1.078)
H (-3.117, -4.302, 3.717)
H (-4.088, -2.096, 4.615)
H (2.960, 1.823, -7.060)



This record from OMol25 describes C45H45Cl2N5O8S2Sn as an isolated structure. The level of theory is ωB97M-V/def2-TZVPD.

Calculated values
orbital gap (spin up / spin down)	5.47 / 5.45	eV
net charge	+2
E_tot	-4548.1713	hartree
relative energy (zero: lowest compared OMol25 entry of this formula, charge and spin)	0.167	eV
strongest force on any atom	0.01042	Eh/bohr

Element x y z (Å)
Sn (0.490, -0.791, -0.625)
Cl (-3.233, 2.909, 0.432)
Cl (-0.742, 4.618, 4.847)
S (4.428, -0.363, 0.619)
S (1.194, 2.196, -2.915)
O (-1.709, -3.244, -2.042)
O (-1.494, 0.592, 0.790)
O (3.542, -7.127, -2.098)
O (0.200, -1.037, 2.359)
O (0.895, 1.730, -1.512)
O (-1.108, -2.283, -0.105)
O (3.086, -0.773, 0.077)
O (-0.524, -0.583, -2.575)
N (-2.251, -0.949, -3.981)
N (1.463, -2.659, -1.694)
N (3.126, -6.725, -4.280)
N (-2.581, 0.140, -1.969)
N (-2.975, -1.943, 1.679)
C (5.211, 1.798, 2.112)
C (3.106, -6.404, -2.968)
C (5.006, 2.997, 2.776)
C (-4.535, -0.317, 2.611)
C (-1.374, 1.408, 1.711)
C (2.460, -4.768, -1.233)
C (1.936, -3.558, -0.828)
C (1.833, 3.856, -2.756)
C (-3.946, -4.371, -0.827)
C (2.708, 3.002, 2.065)
C (-2.123, 2.668, 1.704)
C (-1.933, 3.636, 2.652)
C (2.628, 5.863, -3.781)
C (1.500, -2.935, -2.996)
C (2.515, 5.684, -1.382)
C (-3.705, -2.840, 1.018)
C (-6.097, 1.396, 3.623)
C (-3.401, -1.113, 2.745)
C (-1.752, -0.490, -2.830)
C (-5.646, -4.277, 0.909)
C (-3.199, -3.401, -0.205)
C (-4.941, -3.297, 1.555)
C (0.286, -0.048, 3.045)
C (-4.105, 0.496, 4.846)
C (2.902, 1.805, 1.387)
C (-5.313, -0.259, 1.324)
C (3.754, 3.599, 2.754)
C (2.509, -5.061, -2.590)
C (2.021, -4.118, -3.486)
C (-0.458, 1.220, 2.832)
C (3.783, 1.460, -2.226)
C (-1.909, -2.946, -0.878)
C (4.633, 0.198, -2.121)
C (-2.599, -1.090, 3.880)
C (4.159, 1.222, 1.409)
C (-2.964, -0.289, 4.945)
C (2.011, 4.395, -1.495)
C (-5.154, -4.819, -0.284)
C (-4.887, 0.505, 3.695)
C (-0.281, 2.207, 3.756)
C (-1.003, 3.415, 3.673)
C (2.753, 1.379, -3.348)
C (5.447, 0.132, -0.836)
C (2.826, 6.413, -2.520)
C (2.122, 4.579, -3.906)
H (3.084, 1.835, -4.283)
H (2.667, 6.118, -0.401)
H (-2.011, -1.846, 1.304)
H (-2.485, 4.565, 2.613)
H (-5.709, -5.599, -0.786)
H (2.031, -4.270, -4.556)
H (6.181, 1.313, 2.147)
H (-5.753, 0.726, 1.190)
H (-6.132, -0.984, 1.298)
H (1.761, 3.802, -0.627)
H (2.463, 0.346, -3.565)
H (-6.272, 1.880, 4.582)
H (3.596, 4.533, 3.277)
H (0.415, 2.070, 4.577)
H (1.089, -2.181, -3.656)
H (3.217, 7.418, -2.428)
H (-5.973, 2.180, 2.871)
H (-3.572, -4.779, -1.757)
H (-1.729, -1.734, 3.926)
H (-5.280, -2.895, 2.501)
H (2.838, -5.488, -0.521)
H (0.927, -0.035, 3.946)
H (2.731, -6.152, -4.999)
H (3.510, -7.619, -4.534)
H (4.421, 2.334, -2.371)
H (-2.198, 0.492, -1.099)
H (-4.670, -0.459, 0.464)
H (-3.233, -0.931, -4.185)
H (5.327, 0.127, -2.962)
H (-3.579, 0.106, -2.074)
H (1.899, -3.286, 0.221)
H (-1.656, -1.515, -4.558)
H (5.821, 3.458, 3.320)
H (1.733, 3.478, 2.045)
H (5.911, 1.088, -0.588)
H (-6.570, -4.647, 1.330)
H (3.988, -0.683, -2.169)
H (2.102, 1.341, 0.824)
H (-2.375, -0.284, 5.852)
H (1.951, 4.153, -4.889)
H (-4.399, 1.121, 5.681)
H (2.861, 6.438, -4.667)
H (6.229, -0.624, -0.898)
H (-6.996, 0.835, 3.360)
H (3.250, 1.608, -1.288)



This record from OMol25 describes C45H45GeN5ORuSe as an isolated structure. The level of theory is ωB97M-V/def2-TZVPD.

Calculated values
<S²>	0.7609
orbital gap (spin up / spin down)	4.80 / 5.46	eV
net charge	-1
E_tot	-6664.0252	hartree
relative energy (zero: lowest compared OMol25 entry of this formula, charge and spin)	0.621	eV
strongest force on any atom	0.01778	Eh/bohr
spin multiplicity	2

Element x y z (Å)
Ru (-0.564, 0.412, 0.092)
Se (-1.999, 1.031, 2.298)
Ge (0.808, -0.107, 3.339)
O (2.520, 1.244, -0.193)
N (-0.015, 2.527, -2.133)
N (-1.746, 1.128, -1.551)
N (1.315, -0.546, -2.366)
N (-0.832, -1.603, -0.542)
N (-0.408, -3.674, -1.200)
C (-2.163, -1.619, 5.964)
C (-1.226, -0.824, 5.318)
C (-2.103, 2.460, -1.332)
C (-1.496, -3.487, 4.616)
C (-2.170, -4.871, 0.170)
C (4.250, -2.860, 1.480)
C (-0.083, 0.817, 1.914)
C (-0.066, -2.349, -1.295)
C (-3.408, 4.359, -0.706)
C (-0.405, -1.341, 4.313)
C (3.609, -1.083, 2.974)
C (-2.363, 5.205, -1.060)
C (-0.421, 1.164, -1.919)
C (-2.743, -2.210, 0.986)
C (1.097, -1.951, -2.166)
C (4.589, -1.906, 2.428)
C (2.232, 2.799, 6.880)
C (-1.821, 5.150, 3.363)
C (0.939, 2.320, 4.910)
C (2.444, 0.675, 5.763)
C (-3.359, 2.917, 3.906)
C (1.957, -2.141, 1.611)
C (-3.147, 6.565, 4.975)
C (2.274, -1.194, 2.589)
C (1.515, 1.052, 4.794)
C (-2.302, -2.956, 5.612)
C (2.927, -2.973, 1.069)
C (-3.625, 4.133, 4.523)
C (-1.046, 3.324, -1.679)
C (-3.176, -4.598, 1.082)
C (0.127, 0.144, -2.894)
C (-2.857, 5.263, 4.275)
C (-4.240, 1.738, 4.235)
C (-1.460, -3.783, -0.316)
C (-1.519, 3.955, 2.707)
C (-0.560, -2.683, 3.975)
C (-3.292, 2.978, -0.846)
C (-3.457, -3.288, 1.481)
C (2.807, 1.537, 6.789)
C (-1.165, 4.698, -1.556)
C (3.814, 0.679, -0.278)
C (1.286, 3.186, 5.939)
C (-0.410, 3.960, 1.700)
C (-2.283, 2.819, 2.997)
C (-1.728, -2.471, 0.078)
H (5.011, -3.506, 1.058)
H (-1.946, -5.884, -0.142)
H (-2.547, 7.375, 4.558)
H (-3.036, -3.578, 6.111)
H (-2.476, 6.276, -0.934)
H (-4.090, 2.309, -0.549)
H (0.065, -4.421, -1.674)
H (0.055, -3.121, 3.195)
H (-5.027, 2.037, 4.930)
H (-3.664, 0.923, 4.681)
H (-1.600, -4.527, 4.326)
H (4.037, 0.569, -1.339)
H (3.536, 1.219, 7.526)
H (-0.134, 4.986, 1.448)
H (0.372, 0.626, -3.845)
H (2.002, -2.394, -1.742)
H (0.932, -2.216, 1.269)
H (0.953, 2.788, -2.047)
H (2.513, 3.470, 7.683)
H (-2.957, -1.196, 1.293)
H (5.621, -1.797, 2.742)
H (1.511, -0.116, -1.461)
H (2.879, -0.320, 5.741)
H (2.650, -3.713, 0.326)
H (-4.242, -3.113, 2.205)
H (-4.458, 4.194, 5.220)
H (0.197, 2.635, 4.182)
H (-2.922, 6.497, 6.043)
H (2.150, 1.245, 0.704)
H (-0.342, 5.358, -1.811)
H (-0.717, 3.445, 0.793)
H (-4.711, 1.331, 3.338)
H (0.940, -2.433, -3.139)
H (0.470, 3.422, 2.056)
H (0.814, 4.159, 6.003)
H (4.577, 1.320, 0.177)
H (-1.136, 0.222, 5.600)
H (-3.754, -5.415, 1.496)
H (3.865, -0.309, 0.192)
H (-4.200, 6.841, 4.881)
H (-4.320, 4.782, -0.301)
H (-0.681, -0.566, -3.084)
H (3.900, -0.335, 3.701)
H (-1.221, 6.025, 3.130)
H (-2.790, -1.192, 6.739)



This record from OMol25 describes C45H45N2O7S4Y as an isolated structure. The level of theory is ωB97M-V/def2-TZVPD.

Calculated values
orbital gap	4.19	eV
net charge	0
E_tot	-4009.1117	hartree
relative energy (zero: lowest compared OMol25 entry of this formula, charge and spin)	2.451	eV
strongest force on any atom	0.01111	Eh/bohr

Element x y z (Å)
Y (1.022, -0.090, 0.758)
S (-0.072, 2.850, 0.483)
S (-1.473, -0.578, 3.266)
S (7.004, -1.431, -3.708)
S (-4.341, -3.036, 0.041)
O (0.402, 1.789, 1.596)
O (2.301, -2.537, 1.558)
O (1.343, -0.633, 3.094)
O (-1.208, -0.532, 1.767)
O (4.525, -0.527, 3.331)
O (3.417, 0.150, 1.521)
O (1.099, -2.032, 4.844)
N (-0.162, -1.704, -0.824)
N (2.523, -1.169, -1.081)
C (-1.452, -1.959, -0.730)
C (-1.108, 1.025, 4.060)
C (-2.290, 2.733, 2.529)
C (6.007, -0.945, -2.383)
C (-3.805, -0.960, 4.608)
C (1.868, -2.977, -4.246)
C (-2.199, 3.976, -0.914)
C (-5.997, -0.628, 3.681)
C (3.804, -0.909, -1.229)
C (-1.549, -3.049, -2.832)
C (2.578, -2.273, -3.216)
C (-0.177, -2.804, -2.965)
C (0.739, 1.672, -0.880)
C (-3.254, -0.584, 3.390)
C (-1.659, 2.795, -0.422)
C (0.490, -2.122, -1.936)
C (-1.154, 3.614, 1.993)
C (1.520, -2.943, 2.693)
C (-2.109, 2.162, 3.936)
C (3.806, -0.745, 2.247)
C (-5.184, -0.973, 4.754)
C (3.942, -1.989, -3.329)
C (-5.933, -2.956, -1.946)
C (0.552, -3.231, -4.124)
C (-2.351, 1.604, -0.614)
C (-2.213, -2.620, -1.708)
C (-3.563, 1.587, -1.289)
C (1.895, -1.849, -2.067)
C (8.101, -0.079, -1.852)
C (-3.403, 3.960, -1.609)
C (2.143, 1.727, -2.969)
C (6.739, -0.221, -1.483)
C (8.389, -0.697, -3.028)
C (-4.054, -0.254, 2.310)
C (1.136, 3.834, -2.213)
C (-5.927, -3.080, -0.591)
C (-5.433, -0.275, 2.462)
C (1.739, 2.507, -1.712)
C (2.991, 2.823, -0.888)
C (-4.093, 2.769, -1.794)
C (-4.629, -2.792, -2.481)
C (4.586, -1.296, -2.331)
C (3.624, -2.224, 1.936)
C (-3.654, -2.801, -1.525)
C (1.298, -1.779, 3.668)
H (3.694, 3.448, -1.448)
H (0.225, 3.643, -2.787)
H (-0.407, 3.833, 2.760)
H (-0.975, 0.719, 5.102)
H (1.845, 4.359, -2.862)
H (8.833, 0.458, -1.266)
H (0.014, -3.759, -4.902)
H (4.258, -0.329, -0.439)
H (-6.066, -0.010, 1.624)
H (-1.669, 4.909, -0.767)
H (3.504, 1.898, -0.605)
H (0.884, 4.499, -1.385)
H (2.418, -3.291, -5.125)
H (-1.928, 0.681, -0.235)
H (-6.768, -3.209, 0.070)
H (0.552, -3.259, 2.300)
H (-3.225, 3.302, 2.523)
H (-5.623, -1.259, 5.701)
H (-0.064, 1.411, -1.585)
H (4.578, 0.431, 3.480)
H (-1.768, 2.954, 4.610)
H (2.629, 0.786, -2.717)
H (-3.079, 1.834, 4.320)
H (-4.093, 0.649, -1.428)
H (6.325, 0.211, -0.582)
H (2.719, 3.348, 0.030)
H (9.335, -0.750, -3.540)
H (3.945, -2.818, 2.792)
H (-3.157, -1.240, 5.431)
H (-2.077, -3.587, -3.611)
H (-3.803, 4.884, -2.008)
H (-2.457, 1.896, 1.847)
H (-1.937, -1.606, 0.173)
H (-6.835, -2.961, -2.541)
H (4.273, -2.445, 1.085)
H (4.476, -2.310, -4.216)
H (-4.423, -2.633, -3.531)
H (-3.602, 0.023, 1.367)
H (2.835, 2.311, -3.587)
H (-1.540, 4.558, 1.604)
H (-5.033, 2.762, -2.331)
H (-7.073, -0.640, 3.795)
H (1.259, 1.503, -3.574)
H (1.995, -3.784, 3.199)
H (-0.133, 1.282, 3.652)